Molecular formula: C3H3BaO3
Method: DFT, wB97M-V/def2-TZVPD

Geometry as XYZ:
```
10
Properties=species:S:1:pos:R:3
H 0.334 4.024 0.004
O 2.002 0.258 0.253
C 1.560 -0.949 0.364
C 0.308 -1.322 -0.084
O -0.413 -0.226 -0.775
C -1.288 -1.035 -0.061
O -2.509 -0.674 -0.402
Ba 0.775 2.036 -0.409
H 2.237 -1.729 0.736
H -3.005 -0.383 0.373
```

As for the expectation value of S²: 0.772. The total charge is 0. The spin multiplicity is 2. The value obtained for the highest occupied orbital energy (alpha / beta) is -6.9 / -7.0 eV. For the molar mass, the calculation gives 224.38 g/mol.